# 1
A 3-piece molecular cluster, C13H26NO14S4 overall, computed with ωB97M-V/def2-TZVPD.

* net charge: -1
* HOMO: -6.4 eV
* LUMO: 0.063 Ha
* HOMO-LUMO gap: 8.06 eV

Each line ends with the Mulliken charge.
Cartesian coordinates (Å):
C (0.85, 1.52, -2.09)  -0.796
C (-0.65, 1.74, -1.84)  -0.485
C (-1.32, 0.55, -1.14)  0.597
C (-2.45, 0.93, -0.19)  -1.291
S (-1.98, 1.64, 1.39)  1.316
O (-1.05, 2.71, 1.09)  -0.658
O (-3.24, 1.99, 2.01)  -0.747
N (-1.37, 0.48, 2.28)  -0.578
S (0.00, -0.27, 2.06)  1.302
O (0.52, -0.61, 3.37)  -0.849
O (0.91, 0.35, 1.13)  -0.556
C (-0.49, -1.87, 1.35)  -0.639
C (0.04, -3.09, 2.11)  -0.861
C (1.54, -3.39, 1.92)  -0.551
O (2.16, -2.42, 1.07)  -0.165
C (3.13, -2.88, 0.25)  0.558
C (2.66, -3.06, -1.17)  -0.759
O (4.25, -3.09, 0.63)  -0.583
H (1.29, 0.89, -1.32)  0.189
H (1.38, 2.47, -2.09)  0.345
H (1.00, 1.06, -3.06)  -0.020
H (-1.15, 1.88, -2.80)  0.313
H (-0.80, 2.65, -1.26)  0.434
H (-0.56, -0.03, -0.62)  -0.731
H (-1.76, -0.12, -1.89)  0.470
H (-3.09, 0.09, 0.06)  0.415
H (-3.07, 1.72, -0.63)  0.394
H (-1.57, -1.87, 1.40)  0.556
H (-0.17, -1.88, 0.31)  0.122
H (-0.18, -2.97, 3.16)  0.370
H (-0.53, -3.94, 1.74)  0.461
H (1.66, -4.38, 1.47)  0.389
H (2.06, -3.39, 2.88)  0.261
H (2.18, -4.04, -1.25)  0.261
H (3.51, -3.03, -1.84)  0.343
H (1.94, -2.30, -1.43)  0.135
C (-0.42, 0.66, -7.35)  -0.308
C (-1.40, -0.47, -7.10)  -0.309
O (-0.58, -1.50, -6.53)  -0.331
S (0.56, -0.84, -5.61)  1.023
O (0.14, -0.83, -4.26)  -0.348
O (1.80, -1.41, -5.99)  -0.589
O (0.43, 0.64, -6.19)  -0.306
H (0.18, 0.49, -8.24)  0.276
H (-0.90, 1.64, -7.39)  0.307
H (-1.85, -0.86, -8.01)  0.302
H (-2.18, -0.19, -6.38)  0.267
C (-1.13, 2.72, 5.44)  -0.242
C (-0.17, 1.56, 5.55)  0.361
O (1.07, 2.20, 5.92)  -0.258
S (0.79, 3.42, 6.87)  1.089
O (0.91, 3.05, 8.24)  -0.586
O (1.52, 4.55, 6.40)  -0.561
O (-0.76, 3.58, 6.54)  -0.349
H (-1.00, 3.26, 4.50)  0.308
H (-2.17, 2.44, 5.56)  0.313
H (-0.06, 1.01, 4.62)  -0.213
H (-0.45, 0.86, 6.34)  0.194

---

# 2
C13H26O10Se3Sn as an isolated structure in a non-equilibrium geometry, computed with ωB97M-V/def2-TZVPD.

* HOMO: -7.7 eV
* LUMO: -0.010 Ha
* HOMO-LUMO gap: 7.46 eV
* energy above the lowest of the compared OMol25 structures with the same formula, charge and spin: 0.00 kJ/mol

Each line ends with the Mulliken charge.
Cartesian coordinates (Å):
Sn (0.00, 0.10, -0.26)  1.011
C (2.77, 1.15, -2.76)  -0.614
C (2.75, -0.17, -3.54)  -0.525
O (2.04, -1.15, -2.88)  -0.366
C (1.06, -1.87, -3.66)  -0.881
C (-0.25, -1.12, -3.93)  -0.161
O (-0.99, -0.92, -2.69)  -0.278
C (-2.22, -0.21, -2.85)  -0.932
C (-1.91, 1.28, -3.03)  -0.707
O (-0.92, 1.61, -2.06)  0.347
C (-0.35, 2.92, -2.27)  -0.830
C (1.15, 2.84, -2.20)  -0.537
O (1.40, 1.59, -2.79)  -0.141
H (3.44, 1.93, -3.20)  0.328
H (3.01, 1.04, -1.66)  0.319
H (3.80, -0.50, -3.60)  0.376
H (2.30, -0.01, -4.56)  0.326
H (0.89, -2.82, -3.14)  0.360
H (1.48, -2.06, -4.66)  0.413
H (-0.87, -1.78, -4.58)  0.372
H (-0.12, -0.14, -4.40)  0.228
H (-2.75, -0.45, -1.92)  0.257
H (-2.75, -0.64, -3.69)  0.453
H (-2.77, 1.89, -2.81)  0.378
H (-1.61, 1.52, -4.05)  0.516
H (-0.72, 3.59, -1.49)  0.348
H (-0.73, 3.23, -3.27)  0.510
H (1.41, 2.80, -1.12)  0.264
H (1.58, 3.68, -2.71)  0.494
O (-1.36, -3.28, 3.49)  -0.614
C (-0.88, -2.03, 3.11)  -0.542
C (-0.22, -1.33, 4.25)  0.770
C (-1.28, -1.14, 5.47)  -0.906
O (-1.63, -2.34, 6.07)  -0.560
C (0.22, 0.07, 3.87)  -0.557
Se (1.91, -0.12, 2.79)  -0.053
C (0.90, -2.18, 4.78)  -1.221
Se (2.26, -2.38, 3.32)  -0.128
H (-1.64, -3.82, 2.72)  0.350
H (-1.67, -1.34, 2.71)  0.374
H (-0.26, -2.13, 2.23)  0.282
H (-2.10, -0.59, 5.02)  0.402
H (-0.81, -0.50, 6.26)  0.450
H (-1.76, -2.99, 5.39)  0.381
H (0.36, 0.55, 4.85)  0.484
H (-0.52, 0.53, 3.15)  0.347
H (0.65, -3.22, 5.03)  0.441
H (1.49, -1.74, 5.59)  0.446
O (0.68, 2.02, 0.60)  -0.634
Se (-0.80, 2.62, 1.19)  1.293
O (-0.70, 2.98, 2.72)  -0.647
O (-1.65, 1.12, 0.89)  -0.690
O (-1.29, 3.90, 0.29)  -0.796

---

# 3
A 3-piece molecular cluster, C13H27BClFN4O2 overall in a non-equilibrium geometry, computed with ωB97M-V/def2-TZVPD.

* HOMO: -7.8 eV
* SMILES string: CCB(O)[C@@H](N)O[C@H](F)[C@H](N)Cl.CCCC#N.CCCC#N
* LUMO: 0.018 Ha
* HOMO-LUMO gap: 8.31 eV

Each line ends with the Mulliken charge.
Cartesian coordinates (Å):
C (-3.22, -2.58, 1.06)  -0.826
C (-2.85, -4.05, 0.51)  -0.356
B (-3.21, -4.06, -1.06)  0.106
O (-4.56, -4.19, -1.46)  -0.611
C (-1.97, -3.88, -2.08)  0.059
N (-1.31, -5.22, -2.19)  -0.676
O (-2.37, -3.46, -3.39)  -0.322
C (-1.48, -2.54, -3.97)  0.180
F (-0.13, -2.82, -3.73)  -0.309
C (-1.88, -1.06, -3.51)  -0.313
N (-1.22, -0.60, -2.28)  -0.272
Cl (-3.69, -1.03, -3.14)  -0.193
H (-3.64, -1.99, 0.20)  0.257
H (-2.34, -2.06, 1.51)  0.248
H (-4.00, -2.74, 1.85)  0.250
H (-1.74, -4.18, 0.64)  0.163
H (-3.44, -4.81, 1.08)  0.347
H (-5.08, -3.42, -1.19)  0.325
H (-1.25, -3.19, -1.57)  0.328
H (-2.00, -5.97, -2.05)  0.309
H (-0.64, -5.27, -1.42)  0.279
H (-1.61, -2.57, -5.09)  0.268
H (-1.76, -0.32, -4.34)  0.401
H (-0.25, -0.89, -2.24)  0.322
H (-1.76, -0.89, -1.47)  0.163
C (3.43, 0.08, 0.09)  -1.120
C (3.24, 1.57, -0.17)  -0.483
C (1.80, 2.04, 0.06)  -0.477
C (0.88, 1.31, -0.86)  0.214
N (0.17, 0.74, -1.58)  -0.410
H (2.83, -0.53, -0.59)  0.287
H (4.47, -0.20, -0.05)  0.341
H (3.15, -0.17, 1.12)  0.301
H (3.54, 1.79, -1.20)  0.397
H (3.90, 2.14, 0.48)  0.290
H (1.71, 3.11, -0.13)  0.305
H (1.49, 1.85, 1.09)  0.251
C (0.88, 5.37, 3.41)  -1.113
C (2.27, 5.54, 4.03)  -0.413
C (3.39, 4.98, 3.15)  -0.432
C (3.18, 3.52, 2.93)  0.268
N (3.02, 2.39, 2.76)  -0.470
H (0.63, 4.32, 3.28)  0.326
H (0.12, 5.81, 4.06)  0.332
H (0.83, 5.87, 2.44)  0.297
H (2.28, 5.04, 5.01)  0.298
H (2.45, 6.60, 4.21)  0.308
H (4.35, 5.13, 3.63)  0.309
H (3.40, 5.48, 2.18)  0.267

---

# 4
C13H27BN7O2RhSSi as an isolated structure in a non-equilibrium geometry, computed with ωB97M-V/def2-TZVPD.

* HOMO (alpha / beta): -8.0 / -8.0 eV
* LUMO (alpha / beta): -0.032 / -0.030 Ha
* HOMO-LUMO gap (alpha / beta): 7.16 / 7.20 eV
* energy above the lowest of the compared OMol25 structures with the same formula, charge and spin: 328.64 kJ/mol

Each line ends with the Mulliken charge.
Cartesian coordinates (Å):
Rh (0.41, -0.58, -0.11)  -0.044
B (3.19, -0.49, 2.53)  0.190
N (1.69, -0.37, 2.92)  -0.714
C (1.31, -0.20, 4.18)  -0.289
C (-0.08, -0.12, 4.22)  -1.082
C (-0.46, -0.25, 2.90)  -0.745
N (0.62, -0.42, 2.13)  1.192
N (3.47, -0.46, 1.02)  0.160
C (4.66, -0.17, 0.50)  -0.302
C (4.64, -0.42, -0.86)  -1.198
C (3.35, -0.88, -1.09)  -0.308
N (2.67, -0.90, 0.05)  0.118
H (3.76, 0.44, 3.02)  -0.128
H (3.59, -1.55, 2.96)  -0.139
H (2.02, -0.16, 4.98)  0.427
H (-0.70, 0.01, 5.08)  0.442
H (-1.44, -0.21, 2.46)  0.529
H (5.46, 0.19, 1.11)  0.463
H (5.43, -0.29, -1.57)  0.417
H (2.90, -1.22, -2.01)  0.633
N (1.00, 1.22, -4.18)  -0.428
C (0.91, 0.90, -2.88)  0.556
O (0.36, -0.13, -2.53)  -0.392
C (1.56, 1.88, -1.91)  -0.515
C (1.06, 1.68, -0.50)  -1.040
H (0.64, 0.56, -4.86)  0.261
H (1.48, 2.04, -4.51)  0.180
H (1.38, 2.90, -2.27)  0.486
H (2.63, 1.68, -1.96)  0.347
H (0.10, 2.15, -0.30)  0.463
H (1.80, 1.92, 0.25)  0.372
N (-0.83, -3.02, 1.11)  -0.332
C (-0.81, -2.84, -0.22)  0.515
N (-1.98, -2.86, -0.89)  -0.376
S (0.64, -2.96, -1.10)  -0.285
H (-1.62, -2.65, 1.63)  0.285
H (0.06, -3.01, 1.59)  0.193
H (-2.81, -2.53, -0.42)  0.239
H (-1.92, -2.64, -1.87)  0.234
C (-4.65, -0.42, -0.55)  -1.329
Si (-3.06, 0.66, -0.46)  0.262
C (-3.42, 2.07, 0.80)  -1.171
C (-2.96, 1.51, -2.19)  -1.091
O (-1.82, -0.21, -0.06)  -0.080
H (-5.52, 0.21, -0.71)  0.365
H (-4.82, -0.98, 0.37)  0.350
H (-4.62, -1.13, -1.38)  0.336
H (-4.20, 2.74, 0.45)  0.400
H (-2.53, 2.65, 0.99)  0.318
H (-3.74, 1.65, 1.75)  0.311
H (-3.89, 2.00, -2.44)  0.426
H (-2.76, 0.77, -2.96)  0.263
H (-2.16, 2.24, -2.22)  0.256